ORCA calculation (ωB97M-V with the def2-TZVPD basis set) on an isolated molecule of C3H7ClO3S2.

The calculation puts the LUMO energy at 0.60 eV. As for the frontier orbital gap: 9.360 eV. As for the total energy: -1600.6484 hartree. Its HOMO energy is -0.3220 Eh.

```
! RIJCOSX wB97M-V def2-TZVPD def2/J DEFGRID3
* xyz 0 1
C 2.78 0.42 -0.79
C -2.03 0.71 -0.31
C -1.02 -1.50 1.56
O 0.95 2.04 0.20
O 0.37 -0.34 -0.35
O -1.49 -1.81 -0.98
S 1.41 0.69 0.46
S -1.14 -0.87 0.03
Cl 3.96 -0.67 -0.06
H 3.25 1.38 -1.00
H 2.37 -0.04 -1.68
H -1.32 1.50 -0.48
H -2.65 0.53 -1.17
H -2.64 0.93 0.56
H -1.78 -2.25 1.71
H -1.01 -0.71 2.28
*
```